No. 1
C25H17F5HgIN4O4S as an isolated structure at a distorted geometry. Source: the OMol25 dataset; level of theory: ωB97M-V/def2-TZVPD.

Output
E_HOMO (spin up / spin down) in eV: -5.9 / -8.9
DFT total energy in Eh: -2831.4620
Max |F| in eV Å⁻¹: 3.149
LUMO energy (spin up / spin down) in eV: -0.10 / 0.05
Multiplicity: 2

Element x y z (Å)
Hg1 0.847 0.954 1.060
O1 0.959 -0.774 -3.134
C1 0.917 -0.583 -1.776
O2 -0.122 -0.106 -1.329
C2 2.222 -0.749 -1.152
C3 3.319 -1.206 -1.868
C4 4.563 -1.297 -1.338
C5 4.790 -0.849 -0.044
C6 3.689 -0.332 0.632
N1 2.446 -0.256 0.115
C7 3.742 0.019 2.096
O3 4.856 -0.131 2.816
O4 2.755 0.360 2.736
H1 0.062 -0.744 -3.431
H2 3.112 -1.561 -2.893
H3 5.348 -1.708 -1.997
H4 5.799 -0.881 0.382
H5 5.608 -0.188 2.227
F1 -1.142 2.913 -0.558
C8 -0.572 3.700 0.356
C9 0.335 3.090 1.215
C10 1.073 3.997 1.940
F2 2.052 3.560 2.739
C11 0.838 5.364 1.903
F3 1.609 6.140 2.634
C12 -0.118 5.875 1.081
F4 -0.432 7.190 1.190
C13 -0.899 5.034 0.313
F5 -1.909 5.438 -0.417
I1 3.323 -4.995 -1.626
C14 1.982 -4.468 -0.135
C15 2.424 -4.096 1.108
C16 1.533 -3.649 2.052
C17 0.198 -3.851 1.751
N2 -0.262 -4.270 0.575
C18 0.630 -4.569 -0.345
H6 3.508 -3.886 1.246
H7 1.877 -3.154 2.968
H8 -0.578 -3.541 2.446
H9 0.265 -5.018 -1.264
N3 -2.249 -1.865 -0.034
C19 -2.026 -0.705 0.655
S1 -0.972 -0.697 1.968
N4 -2.652 0.375 0.209
C20 -3.795 0.548 -0.671
C21 -3.862 1.752 -1.407
C22 -4.980 2.010 -2.158
C23 -5.996 1.104 -2.179
C24 -5.972 -0.085 -1.430
C25 -4.849 -0.364 -0.636
H10 -1.732 -2.714 0.141
H11 -2.703 -1.928 -0.918
H12 -2.455 1.171 0.786
H13 -2.989 2.462 -1.494
H14 -5.080 2.934 -2.713
H15 -6.803 1.282 -2.936
H16 -6.820 -0.778 -1.338
H17 -4.710 -1.274 -0.116

---

No. 2
C25H17N3 as an isolated structure at a distorted geometry. Source: the OMol25 dataset; level of theory: ωB97M-V/def2-TZVPD.

Output
E_HOMO in eV: -6.4
DFT total energy in Eh: -1126.9539
Max |F| in eV Å⁻¹: 10.350
LUMO energy in eV: -3.40
Multiplicity: 1

Element x y z (Å)
C1 -0.387 0.375 1.285
C2 -1.826 0.285 1.462
C3 -2.711 1.287 1.035
C4 -4.041 1.243 1.382
C5 -4.528 0.218 2.176
C6 -3.677 -0.786 2.598
C7 -2.353 -0.765 2.235
C8 0.506 -0.752 1.383
C9 1.781 -0.298 1.780
C10 2.805 -1.196 2.033
C11 2.573 -2.540 1.824
C12 1.341 -2.989 1.354
C13 0.300 -2.112 1.144
C14 1.732 1.148 1.835
C15 0.425 1.555 1.479
C16 0.126 2.919 1.437
C17 1.109 3.832 1.743
C18 2.382 3.416 2.125
C19 2.703 2.076 2.174
H1 -2.343 2.089 0.420
H2 -4.704 2.026 1.053
H3 -5.563 0.211 2.481
H4 -4.038 -1.571 3.242
H5 -1.685 -1.520 2.611
H6 3.757 -0.836 2.381
H7 3.363 -3.249 2.010
H8 1.197 -4.033 1.137
H9 -0.650 -2.439 0.765
H10 -0.858 3.245 1.162
H11 0.883 4.883 1.690
H12 3.125 4.149 2.391
H13 3.678 1.740 2.478
C20 1.879 -1.652 -4.365
C21 1.295 -1.184 -3.205
C22 0.055 -0.547 -3.279
C23 -0.597 -0.392 -4.578
C24 0.030 -0.882 -5.724
C25 1.256 -1.503 -5.605
N1 -1.813 0.264 -4.399
N2 -1.662 0.367 -3.131
N3 -0.756 0.014 -2.294
H14 2.838 -2.144 -4.314
H15 1.765 -1.297 -2.245
H16 -0.456 -0.765 -6.676
H17 1.745 -1.884 -6.489

---

No. 3
C25H18BrNO10S as an isolated structure at a distorted geometry. Source: the OMol25 dataset; level of theory: ωB97M-V/def2-TZVPD.

Output
E_HOMO in eV: -9.5
DFT total energy in Eh: -4742.5173
Max |F| in eV Å⁻¹: 5.185
LUMO energy in eV: -1.93
Multiplicity: 1

Element x y z (Å)
O1 -2.249 3.729 0.293
S1 -2.618 3.000 -0.975
O2 -2.574 3.764 -2.285
O3 -1.409 1.831 -1.244
C1 -2.162 0.892 -2.089
C2 -3.481 0.578 -1.200
Br1 -4.804 -0.343 -2.346
C3 -2.836 -0.242 0.047
C4 -2.582 -1.745 -0.197
C5 -1.915 -2.539 0.977
C6 -1.587 -1.725 2.282
C7 -1.957 -0.223 2.269
N1 -2.555 0.524 1.213
O4 -3.918 1.918 -0.793
H1 -2.290 1.265 -3.158
H2 -1.505 -0.043 -2.025
H3 -2.810 -2.296 -1.170
H4 -1.655 -3.647 0.906
H5 -1.095 -2.189 3.195
H6 -1.691 0.370 3.222
C8 1.654 -2.046 -2.131
C9 2.978 -2.202 -2.166
C10 3.603 -3.508 -1.868
O5 4.812 -3.652 -1.898
C11 2.706 -4.633 -1.531
C12 1.382 -4.476 -1.496
C13 0.757 -3.172 -1.794
O6 -0.453 -3.028 -1.764
H7 1.179 -1.097 -2.345
H8 3.649 -1.389 -2.411
H9 3.180 -5.581 -1.316
H10 0.711 -5.289 -1.250
C14 -3.475 9.359 -0.715
C15 -2.150 9.212 -0.763
C16 -1.512 7.908 -0.484
O7 -0.303 7.776 -0.527
C17 -2.398 6.772 -0.149
C18 -3.723 6.920 -0.101
C19 -4.361 8.224 -0.381
O8 -5.570 8.358 -0.339
H11 -3.959 10.306 -0.916
H12 -1.487 10.033 -1.007
H13 -1.918 5.821 0.051
H14 -4.387 6.100 0.143
C20 3.810 -3.913 2.804
C21 4.995 -3.884 3.415
C22 6.006 -4.936 3.177
O9 7.086 -4.911 3.735
C23 5.653 -6.020 2.236
C24 4.468 -6.049 1.625
C25 3.458 -4.997 1.863
O10 2.375 -5.022 1.304
H15 3.058 -3.151 2.966
H16 5.269 -3.097 4.106
H17 6.406 -6.782 2.074
H18 4.194 -6.836 0.934

---

No. 4
One molecule with the formula C25H18BrNO2S at a distorted geometry. Source: the OMol25 dataset; level of theory: ωB97M-V/def2-TZVPD.

Output
SMILES: O=C(C1=CC[C@@H](c2ccc(Br)cc2)[C@@]2(S1)C(=O)Nc1ccccc12)c1ccccc1
E_HOMO in eV: -8.5
DFT total energy in Eh: -4140.9058
Max |F| in eV Å⁻¹: 3.786
LUMO energy in eV: -0.22
Multiplicity: 1

Element x y z (Å)
O1 -2.322 0.186 4.056
O2 0.141 -1.960 -1.816
Br1 1.049 3.230 -6.393
S1 0.202 -0.803 1.364
C1 -1.906 -0.528 3.143
C2 0.833 -1.103 -1.272
C3 -1.194 0.107 2.037
C4 -1.640 1.344 1.541
C5 -3.379 -4.606 2.980
C6 -3.070 -3.987 4.209
C7 -3.106 -3.888 1.778
C8 4.725 1.062 0.017
C9 3.811 1.845 0.757
C10 -0.405 1.542 -4.551
C11 1.146 3.053 -3.511
C12 -2.591 -2.700 4.241
C13 -2.584 -2.601 1.819
C14 4.237 0.060 -0.812
C15 2.445 1.602 0.680
C16 -0.745 1.010 -3.298
C17 0.796 2.548 -2.259
C18 0.528 2.562 -4.638
C19 -2.390 -1.942 3.067
C20 2.860 -0.187 -0.857
C21 1.962 0.564 -0.133
C22 -0.193 1.555 -2.103
N1 2.172 -1.182 -1.534
C23 -1.007 1.997 0.315
C24 0.548 0.015 -0.246
C25 -0.589 0.969 -0.747
H1 -2.503 1.852 2.006
H2 -3.564 -5.676 2.971
H3 -3.113 -4.570 5.142
H4 -3.160 -4.407 0.810
H5 5.809 1.179 0.122
H6 4.195 2.642 1.386
H7 -0.843 1.152 -5.474
H8 1.824 3.862 -3.592
H9 -2.364 -2.179 5.176
H10 -2.287 -2.086 0.909
H11 4.970 -0.586 -1.315
H12 1.751 2.170 1.269
H13 -1.454 0.168 -3.197
H14 1.308 2.961 -1.410
H15 2.565 -1.882 -2.153
H16 -1.795 2.621 -0.153
H17 -0.211 2.668 0.563
H18 -1.460 0.348 -0.898

---

No. 5
C25H18CaCl7N2O4PS2 as an isolated structure. Source: the OMol25 dataset; level of theory: ωB97M-V/def2-TZVPD.

Output
E_HOMO in eV: -1.5
Net charge: -2
DFT total energy in Eh: -6410.9028
Max |F| in eV Å⁻¹: 0.231
LUMO energy in eV: 3.99
Multiplicity: 1

Element x y z (Å)
Ca1 -0.229 0.382 0.239
Cl1 0.410 3.986 4.146
C1 1.695 3.126 3.337
C2 3.011 3.359 3.747
C3 4.058 2.717 3.149
Cl2 5.693 3.040 3.701
C4 3.836 1.811 2.085
C5 4.849 1.124 1.378
C6 4.518 0.303 0.339
C7 3.163 0.151 -0.009
N1 2.204 0.759 0.645
C8 2.502 1.578 1.680
C9 1.354 2.216 2.325
O1 0.171 1.966 1.944
H1 3.193 4.060 4.551
H2 5.882 1.263 1.671
H3 5.276 -0.234 -0.216
H4 2.851 -0.480 -0.836
S1 0.145 -1.202 -1.987
C10 -0.429 -0.253 -3.362
C11 -0.545 -0.920 -4.591
C12 -1.006 -0.303 -5.741
C13 -1.379 1.036 -5.687
C14 -1.275 1.715 -4.485
C15 -0.803 1.115 -3.307
S2 -0.738 2.122 -1.859
H5 -0.259 -1.965 -4.615
H6 -1.078 -0.864 -6.667
H7 -1.749 1.547 -6.570
H8 -1.564 2.758 -4.427
Cl3 2.651 -2.140 2.615
C16 1.811 -3.016 1.377
C17 0.432 -2.828 1.234
C18 -0.215 -3.605 0.269
Cl4 -1.932 -3.460 0.130
C19 0.478 -4.464 -0.571
Cl5 -0.358 -5.362 -1.782
C20 1.859 -4.588 -0.449
Cl6 2.744 -5.606 -1.530
C21 2.522 -3.868 0.541
Cl7 4.232 -4.054 0.733
C22 -4.010 -1.141 2.256
O2 -4.095 0.260 1.990
P1 -3.269 0.783 0.688
O3 -4.228 0.152 -0.453
C23 -3.664 -0.025 -1.769
O4 -3.770 2.317 0.731
C24 -2.772 3.315 1.010
H9 -4.237 -1.286 3.311
H10 -3.011 -1.534 2.055
H11 -4.736 -1.681 1.644
H12 -4.411 -0.563 -2.349
H13 -2.743 -0.612 -1.728
H14 -3.446 0.937 -2.230
H15 -3.287 4.274 0.983
H16 -1.993 3.302 0.248
H17 -2.321 3.163 1.991
N2 -0.646 -1.873 3.121
C25 -0.269 -1.706 1.906
H18 -1.070 -1.002 3.452

---

No. 6
C25H18ClFeN3O9 as an isolated structure at a distorted geometry. Source: the OMol25 dataset; level of theory: ωB97M-V/def2-TZVPD.

Output
E_HOMO (spin up / spin down) in eV: -5.0 / -5.0
Net charge: -1
DFT total energy in Eh: -3528.5981
Max |F| in eV Å⁻¹: 2.984
LUMO energy (spin up / spin down) in eV: 1.21 / 0.43
Multiplicity: 2

Element x y z (Å)
Fe1 -0.898 -1.540 -0.089
C1 0.505 -0.987 -4.116
O1 1.796 -1.575 -4.040
C2 2.443 -1.724 -2.845
C3 3.758 -2.123 -2.955
C4 4.562 -2.297 -1.829
C5 4.039 -2.061 -0.582
C6 2.711 -1.648 -0.423
C7 2.238 -1.330 0.887
N1 1.092 -0.798 1.098
N2 0.770 -0.269 2.269
C8 -0.496 0.099 2.363
O2 -1.376 -0.114 1.484
C9 -0.838 0.889 3.574
C10 -1.918 1.765 3.519
C11 -2.241 2.543 4.618
C12 -1.498 2.438 5.785
C13 -0.423 1.562 5.844
C14 -0.088 0.792 4.743
C15 1.856 -1.492 -1.558
O3 0.623 -1.145 -1.443
H1 0.302 -0.898 -5.183
H2 -0.255 -1.606 -3.642
H3 0.487 0.004 -3.659
H4 4.144 -2.305 -3.948
H5 5.591 -2.605 -1.951
H6 4.653 -2.182 0.302
H7 2.911 -1.514 1.723
H8 -2.488 1.824 2.602
H9 -3.076 3.229 4.561
H10 -1.762 3.033 6.650
H11 0.156 1.478 6.755
H12 0.743 0.102 4.767
O4 1.413 -3.827 1.953
Cl1 0.120 -3.932 1.356
O5 -0.442 -5.211 1.612
O6 0.221 -3.698 -0.072
O7 -0.751 -2.887 1.863
O8 -4.355 -1.693 -2.469
C16 -3.357 -1.441 -1.808
O9 -2.702 -2.168 -1.021
C17 -2.736 -0.042 -1.908
C18 -3.333 0.964 -2.694
C19 -2.730 2.186 -2.759
C20 -1.535 2.417 -2.036
C21 -0.850 3.652 -2.041
C22 0.285 3.818 -1.299
C23 0.801 2.752 -0.534
C24 0.172 1.539 -0.519
C25 -1.012 1.344 -1.266
N3 -1.630 0.139 -1.230
H13 -4.247 0.724 -3.216
H14 -3.156 2.991 -3.347
H15 -1.247 4.464 -2.639
H16 0.797 4.772 -1.293
H17 1.706 2.901 0.039
H18 0.544 0.696 0.048

---

No. 7
C25H18Co2NO6 as an isolated structure at a distorted geometry. Source: the OMol25 dataset; level of theory: ωB97M-V/def2-TZVPD.

Output
E_HOMO in eV: -2.8
Net charge: -1
DFT total energy in Eh: -4235.1309
Max |F| in eV Å⁻¹: 4.552
LUMO energy in eV: 2.48
Multiplicity: 1

Element x y z (Å)
O1 2.427 -3.937 0.389
C1 1.412 -3.806 0.928
Co1 -0.066 -3.606 1.882
C2 -0.500 -5.320 2.174
O2 -0.714 -6.405 2.503
C3 0.524 -3.267 3.528
O3 0.863 -2.998 4.599
C4 -1.410 -2.639 1.142
C5 -0.293 -1.884 1.406
C6 0.335 -0.687 1.470
C7 1.381 -0.312 0.549
C8 2.313 0.677 0.946
C9 3.320 1.087 0.085
C10 3.415 0.536 -1.199
C11 2.506 -0.444 -1.606
C12 1.511 -0.886 -0.738
Co2 -1.280 -3.876 -0.371
C13 -2.351 -2.955 -1.363
O4 -3.040 -2.275 -2.000
C14 -2.159 -5.372 -0.144
O5 -2.782 -6.341 -0.051
C15 -0.025 -4.207 -1.573
O6 0.718 -4.415 -2.434
H1 -2.427 -2.412 1.486
H2 0.184 -0.066 2.359
H3 2.231 1.083 1.958
H4 4.044 1.830 0.422
H5 4.206 0.862 -1.875
H6 2.577 -0.883 -2.601
H7 0.807 -1.669 -1.035
C16 -0.807 2.419 2.487
C17 -0.911 2.398 1.018
C18 -1.403 1.413 0.163
C19 -1.316 1.907 -1.173
C20 -0.713 3.198 -1.086
C21 -0.472 4.004 -2.184
C22 -0.851 3.503 -3.442
C23 -1.451 2.235 -3.554
C24 -1.679 1.425 -2.436
N1 -0.483 3.455 0.258
C25 0.153 4.649 0.777
H8 -1.360 1.562 2.887
H9 0.239 2.332 2.822
H10 -1.224 3.342 2.918
H11 -1.806 0.447 0.441
H12 -0.022 4.987 -2.049
H13 -0.687 4.109 -4.335
H14 -1.743 1.883 -4.545
H15 -2.141 0.438 -2.505
H16 0.319 5.331 -0.060
H17 -0.488 5.137 1.522
H18 1.122 4.414 1.241

---

No. 8
C25H18CrGeN4O3 as an isolated structure at a distorted geometry. Source: the OMol25 dataset; level of theory: ωB97M-V/def2-TZVPD.

Output
E_HOMO (spin up / spin down) in eV: -15.1 / -14.8
Net charge: +2
DFT total energy in Eh: -4528.9535
Max |F| in eV Å⁻¹: 3.138
LUMO energy (spin up / spin down) in eV: -7.78 / -9.47
Multiplicity: 5

Element x y z (Å)
Cr1 -0.050 -0.038 0.325
O1 -6.089 0.706 -3.719
N1 -5.078 1.340 -3.600
O2 -4.853 2.446 -4.015
C1 -3.984 0.674 -2.863
C2 -4.008 -0.687 -2.836
C3 -2.994 -1.440 -2.181
C4 -2.935 -2.842 -2.124
C5 -1.867 -3.432 -1.472
C6 -0.893 -2.637 -0.873
N2 -0.939 -1.307 -0.882
C7 -1.968 -0.719 -1.537
C8 -1.965 0.698 -1.528
N3 -0.952 1.263 -0.832
C9 -0.886 2.592 -0.793
C10 -1.835 3.402 -1.409
C11 -2.888 2.841 -2.108
C12 -2.965 1.440 -2.200
H1 -4.818 -1.212 -3.324
H2 -3.706 -3.435 -2.592
H3 -1.784 -4.507 -1.417
H4 -0.052 -3.091 -0.357
H5 -0.050 3.020 -0.247
H6 -1.748 4.473 -1.326
H7 -3.627 3.468 -2.588
O3 0.255 0.007 4.397
C13 0.331 -0.046 3.251
N4 0.449 -0.101 2.056
Ge1 2.204 0.011 -0.719
C14 3.210 1.426 0.237
C15 3.428 1.350 1.611
C16 4.325 2.217 2.209
C17 4.972 3.177 1.444
C18 4.742 3.264 0.077
C19 3.834 2.410 -0.525
C20 2.883 -1.846 -0.572
C21 3.395 -2.448 -1.719
C22 4.122 -3.621 -1.607
C23 4.287 -4.216 -0.364
C24 3.740 -3.638 0.774
C25 3.017 -2.463 0.671
H8 2.322 0.372 -2.212
H9 2.914 0.604 2.204
H10 4.515 2.142 3.270
H11 5.643 3.878 1.918
H12 5.264 3.996 -0.519
H13 3.634 2.488 -1.587
H14 3.251 -1.986 -2.688
H15 4.558 -4.066 -2.488
H16 4.830 -5.146 -0.286
H17 3.880 -4.098 1.740
H18 2.576 -2.010 1.552

---

No. 9
C25H18FeN6O12S as an isolated structure at a distorted geometry. Source: the OMol25 dataset; level of theory: ωB97M-V/def2-TZVPD.

Output
E_HOMO (spin up / spin down) in eV: -3.5 / -2.8
Net charge: -2
DFT total energy in Eh: -3857.0103
Max |F| in eV Å⁻¹: 1.069
LUMO energy (spin up / spin down) in eV: 3.30 / 3.30
Multiplicity: 5

Element x y z (Å)
Fe1 -1.300 -0.127 0.530
O1 -0.061 -3.698 1.297
C1 1.004 -2.986 1.565
O2 2.106 -3.138 1.083
C2 0.782 -1.876 2.564
C3 1.031 -2.066 3.912
C4 0.976 -0.964 4.752
C5 0.712 0.282 4.212
C6 0.445 0.371 2.854
N1 0.455 -0.693 2.051
C7 0.140 1.721 2.197
O3 0.499 2.731 2.795
O4 -0.423 1.647 1.056
H1 0.068 -4.196 0.441
H2 1.265 -3.055 4.283
H3 1.151 -1.079 5.815
H4 0.692 1.188 4.800
N2 6.005 -3.707 -4.080
C8 4.683 -3.750 -3.585
C9 4.439 -3.635 -2.219
C10 3.146 -3.711 -1.726
C11 2.088 -3.902 -2.601
C12 2.319 -4.017 -3.962
C13 3.613 -3.950 -4.453
S1 0.425 -3.969 -1.970
O5 -0.408 -4.389 -3.071
O6 0.490 -4.889 -0.834
N3 0.069 -2.563 -1.343
C14 0.104 -1.438 -2.066
N4 -0.297 -0.315 -1.409
C15 -0.214 0.847 -2.043
C16 0.251 0.955 -3.342
C17 0.612 -0.240 -3.946
N5 0.548 -1.412 -3.346
H5 6.623 -3.176 -3.485
H6 6.054 -3.358 -5.026
H7 5.268 -3.479 -1.537
H8 2.952 -3.607 -0.665
H9 1.472 -4.143 -4.622
H10 3.797 -4.042 -5.518
H11 -0.539 1.712 -1.477
H12 0.315 1.906 -3.848
H13 0.975 -0.254 -4.973
O7 -3.911 1.780 1.117
C18 -3.628 1.642 -0.068
O8 -2.793 0.845 -0.601
C19 -4.363 2.530 -1.080
C20 -5.292 3.459 -0.624
C21 -5.965 4.279 -1.512
C22 -5.689 4.151 -2.866
C23 -4.769 3.234 -3.350
C24 -4.107 2.423 -2.443
N6 -6.396 5.017 -3.816
O9 -7.202 5.820 -3.377
O10 -6.141 4.902 -5.002
H14 -5.464 3.514 0.442
H15 -6.689 5.008 -1.180
H16 -4.587 3.168 -4.412
H17 -3.381 1.691 -2.770
O11 -4.189 -2.330 2.392
C25 -3.582 -1.634 1.592
O12 -2.317 -1.387 1.612
H18 -4.136 -1.135 0.772

---

> Among the records above, which one has the lowest DFT total energy?

C25H18CaCl7N2O4PS2